(1)
Here is 8 unconnected molecules or ions with the total composition C31H77N2O9 in a non-equilibrium geometry from the OMol25 dataset. Energies are from the ωB97M-V functional and the def2-TZVPD basis.

Computed properties:
Net charge ... -1
LUMO level ... 0.0774 Eh

CARTESIAN COORDINATES (ANGSTROEM)
C 2.319 3.209 3.721
C 1.773 1.958 2.891
N 0.784 1.226 3.709
C -0.593 1.211 3.125
O -1.018 2.550 2.634
N -1.327 3.360 3.683
O -1.127 4.513 3.354
H 1.445 3.873 3.928
H 3.167 3.729 3.198
H 2.762 2.772 4.662
H 1.436 2.223 1.864
H 2.683 1.271 2.764
H 0.788 1.544 4.689
H -1.325 0.982 3.966
C 1.584 2.571 -3.780
C 1.450 1.831 -2.459
O 2.300 2.330 -1.443
C 2.093 3.681 -1.058
C 0.712 3.939 -0.485
H 2.629 2.618 -4.093
H 1.004 2.069 -4.558
H 1.220 3.598 -3.701
H 1.737 0.787 -2.610
H 0.411 1.821 -2.116
H 2.309 4.355 -1.896
H 2.838 3.895 -0.288
H -0.064 3.824 -1.246
H 0.645 4.955 -0.091
H 0.494 3.232 0.317
C -5.527 -0.888 4.968
C -4.455 -1.923 5.264
O -3.215 -1.358 5.648
C -3.218 -0.577 6.830
C -3.617 -1.358 8.071
H -5.162 -0.149 4.252
H -6.417 -1.370 4.557
H -5.824 -0.350 5.871
H -4.258 -2.496 4.355
H -4.797 -2.641 6.018
H -3.848 0.310 6.700
H -2.195 -0.215 6.955
H -4.665 -1.665 8.030
H -3.483 -0.745 8.964
H -3.014 -2.263 8.166
C -7.626 -3.210 1.771
C -8.760 -3.357 2.771
O -9.267 -2.117 3.239
C -9.830 -1.262 2.258
C -11.032 -1.861 1.548
H -6.844 -2.560 2.168
H -7.193 -4.186 1.542
H -7.973 -2.770 0.834
H -8.388 -3.884 3.652
H -9.570 -3.969 2.360
H -9.064 -0.947 1.541
H -10.147 -0.361 2.788
H -10.746 -2.715 0.930
H -11.498 -1.119 0.897
H -11.770 -2.213 2.272
C 2.299 -4.924 5.019
C 1.166 -5.073 6.020
O 0.661 -3.838 6.490
C 0.093 -2.979 5.504
C -1.107 -3.580 4.801
H 3.081 -4.274 5.417
H 2.733 -5.899 4.787
H 1.951 -4.482 4.083
H 1.541 -5.602 6.900
H 0.356 -5.686 5.609
H 0.858 -2.664 4.788
H -0.226 -2.078 6.032
H -0.823 -4.437 4.182
H -1.574 -2.839 4.151
H -1.843 -3.931 5.528
C 4.673 -1.607 0.123
C 4.468 -0.103 0.200
O 4.824 0.450 1.457
C 6.177 0.308 1.844
C 7.153 0.988 0.899
H 4.178 -2.106 0.959
H 4.267 -1.998 -0.812
H 5.733 -1.871 0.164
H 3.407 0.115 0.061
H 5.000 0.410 -0.608
H 6.428 -0.751 1.976
H 6.261 0.772 2.829
H 7.171 0.498 -0.078
H 8.166 0.954 1.307
H 6.870 2.030 0.738
C 4.777 3.209 -9.115
C 4.212 3.808 -7.838
O 3.600 2.852 -6.989
C 4.439 1.817 -6.496
C 5.586 2.326 -5.640
H 4.019 2.613 -9.630
H 5.120 3.999 -9.786
H 5.625 2.553 -8.910
H 3.430 4.524 -8.101
H 4.978 4.368 -7.293
H 4.804 1.197 -7.321
H 3.803 1.175 -5.882
H 6.302 2.902 -6.233
H 6.123 1.490 -5.189
H 5.216 2.980 -4.848
C 0.818 1.524 -8.765
C 0.993 0.140 -9.365
O 1.359 -0.847 -8.414
C 0.431 -1.079 -7.366
C -0.920 -1.575 -7.851
H 1.698 1.807 -8.184
H 0.662 2.264 -9.554
H -0.044 1.564 -8.095
H 1.804 0.172 -10.096
H 0.095 -0.170 -9.910
H 0.323 -0.183 -6.746
H 0.879 -1.845 -6.729
H -1.448 -0.805 -8.420
H -1.549 -1.853 -7.004
H -0.801 -2.441 -8.505

(2)
Here is a molecular structure, C31H80FInN5O4P2 from the OMol25 dataset. Energies are from the ωB97M-V functional and the def2-TZVPD basis.

Computed properties:
Net charge ... -1
ΔE to the lowest compared entry with this formula, charge and spin ... 7.08 kcal/mol
LUMO level ... 0.0879 Eh

CARTESIAN COORDINATES (ANGSTROEM)
C -0.980 -1.922 -0.336
C 0.054 -1.542 -1.386
F -0.639 -0.869 -2.436
In 1.806 -0.376 -0.636
C 3.642 -1.571 -0.900
C 4.565 -0.979 -1.956
C 4.014 -1.054 -3.399
N 2.560 -1.153 -3.489
C 2.058 1.621 -1.661
P 0.641 2.647 -1.774
O 0.307 3.121 -3.123
O 0.895 3.906 -0.784
O -0.617 1.971 -1.109
P 1.412 0.172 1.825
C 2.871 1.244 2.202
O 0.154 1.329 1.783
H -0.548 -1.947 0.661
H -1.779 -1.182 -0.353
H -1.445 -2.890 -0.540
H 0.450 -2.454 -1.836
H 3.386 -2.603 -1.141
H 4.176 -1.609 0.052
H 4.811 0.056 -1.713
H 5.523 -1.511 -1.952
H 4.474 -1.898 -3.913
H 4.350 -0.170 -3.943
H 2.237 -2.012 -3.901
H 2.113 -0.365 -3.927
H 2.775 2.176 -1.054
H 2.490 1.516 -2.650
H 1.559 4.459 -1.207
H -0.399 1.363 -0.386
H 3.127 1.907 1.376
H 3.707 0.560 2.342
H 2.710 1.821 3.110
H 0.532 2.208 1.885
C -6.139 -1.682 -4.855
C -4.926 -0.949 -4.297
N -4.087 -0.380 -5.332
C -2.766 0.007 -4.851
C -2.642 1.105 -3.801
C -4.746 0.538 -6.237
C -5.448 1.762 -5.632
H -5.833 -2.419 -5.600
H -6.659 -2.203 -4.049
H -6.855 -1.002 -5.319
H -4.311 -1.663 -3.743
H -5.267 -0.204 -3.560
H -2.157 0.267 -5.723
H -2.310 -0.896 -4.433
H -2.820 2.101 -4.209
H -1.632 1.103 -3.399
H -3.318 0.946 -2.959
H -5.484 -0.026 -6.818
H -4.001 0.870 -6.964
H -6.078 1.488 -4.784
H -6.092 2.225 -6.383
H -4.739 2.516 -5.294
C 1.978 -1.490 5.404
C 2.953 -1.425 6.571
N 3.452 -0.071 6.779
C 4.640 0.010 7.600
C 4.534 -0.418 9.070
C 2.441 0.940 7.036
C 1.553 0.763 8.275
H 2.423 -1.036 4.519
H 1.724 -2.522 5.162
H 1.044 -0.969 5.609
H 3.817 -2.052 6.332
H 2.496 -1.862 7.476
H 5.012 1.038 7.554
H 5.406 -0.606 7.117
H 3.980 0.305 9.668
H 5.533 -0.501 9.503
H 4.050 -1.390 9.173
H 1.790 1.005 6.163
H 2.946 1.910 7.089
H 1.163 -0.253 8.350
H 0.696 1.437 8.207
H 2.078 0.996 9.202
C -2.662 -3.371 -7.318
C -2.783 -4.758 -6.712
N -1.588 -5.149 -5.985
C -1.565 -6.549 -5.617
C -2.626 -7.057 -4.631
C -1.141 -4.206 -4.966
C -2.127 -3.805 -3.862
H -1.763 -3.285 -7.930
H -3.527 -3.155 -7.946
H -2.637 -2.609 -6.539
H -2.941 -5.494 -7.507
H -3.690 -4.782 -6.084
H -0.572 -6.775 -5.218
H -1.653 -7.128 -6.543
H -2.441 -6.708 -3.616
H -2.614 -8.149 -4.608
H -3.630 -6.746 -4.921
H -0.818 -3.295 -5.474
H -0.235 -4.619 -4.515
H -3.104 -3.538 -4.271
H -1.746 -2.927 -3.335
H -2.270 -4.593 -3.123
C -0.896 3.008 5.307
C 0.312 3.891 5.583
N 1.017 4.284 4.377
C 2.338 4.825 4.620
C 2.449 6.144 5.397
C 0.214 4.968 3.374
C -0.505 6.258 3.788
H -0.626 2.148 4.694
H -1.301 2.638 6.251
H -1.696 3.549 4.800
H 1.010 3.320 6.203
H -0.012 4.749 6.197
H 2.838 4.935 3.654
H 2.903 4.058 5.161
H 2.130 6.999 4.803
H 3.491 6.315 5.679
H 1.860 6.125 6.315
H -0.541 4.271 3.005
H 0.860 5.169 2.516
H -1.033 6.140 4.736
H -1.246 6.518 3.031
H 0.177 7.102 3.882

| no. | HOMO energy (eV) | DFT total energy (Ha) |
| --- | --- | --- |
| 1 | -1.59 | -2013.70560 |
| 2 | -3.85 | -2776.65816 |